Below is a structure of composition C11H17Br3Cl4O4, with properties calculated with ωB97M-V/def2-TZVPD.

Values from the calculation:
2S+1: 2
Orbital gap (spin up / spin down) in eV: 7.3 / 1.7
LUMO energy (spin up / spin down) in eV: -4.1116 / -9.6911
Total charge: +1
Energy above the lowest of the compared OMol25 structures with the same formula, charge and spin in kcal per mole: 1.3

Each line ends with the Löwdin charge.
Atoms and positions in Å:
O1 -0.242951 -4.863297 5.597307  0.0883
C1 -0.138101 -5.013917 4.372277  -0.5015
O2 -0.479511 -4.214597 3.388517  0.0509
C2 0.102989 -4.587527 2.141377  -0.1995
C3 0.425359 -6.021307 2.353067  -0.1761
C4 0.594869 -6.168007 3.844637  -0.0767
H1 1.005379 -3.981367 2.061617  0.1014
H2 -0.452521 -4.560427 1.203957  0.1283
H3 1.331739 -6.119617 1.755637  0.1216
H4 -0.362181 -6.632487 1.912237  0.1228
H5 1.644069 -6.034037 4.107957  0.1440
H6 0.069229 -7.063427 4.176337  0.1400
O3 -1.460801 2.201843 -1.880533  0.1982
C5 -1.973541 3.064093 -2.576543  -0.3975
O4 -1.540261 4.381813 -2.521013  -0.0254
C6 -2.121931 5.117443 -3.610783  -0.0823
C7 -2.561671 3.919103 -4.571043  -0.1080
C8 -2.899941 2.788783 -3.646303  -0.0761
H7 -1.388931 5.726193 -4.140153  0.1312
H8 -2.989111 5.677083 -3.260203  0.1349
H9 -1.782991 3.596073 -5.262003  0.1286
H10 -3.421361 4.179543 -5.188453  0.1278
H11 -2.845801 1.811293 -4.125543  0.1541
H12 -3.905621 2.722373 -3.231223  0.1589
C9 -0.138561 -0.209597 -0.262013  -0.9460
Cl1 0.392759 -1.298517 1.110157  0.5449
Cl2 0.951169 -0.482837 -1.639963  0.4915
H13 -1.087651 -0.646477 -0.572603  0.0212
H14 -0.241641 0.845203 -0.007323  -0.0235
C10 2.701219 0.784033 2.479317  -1.0854
Cl3 3.647999 -0.717737 2.613607  0.5103
Cl4 3.492109 2.236053 3.108017  0.5315
H15 2.391229 0.787943 1.434327  -0.0592
H16 1.881939 0.562383 3.163247  0.0125
C11 2.405189 3.693353 -0.831113  -1.5161
Br1 1.754849 4.454993 -2.474023  0.7125
Br2 3.325859 2.039373 -1.107763  0.6921
Br3 0.902529 3.557403 0.451967  0.8286
H17 3.014589 4.468793 -0.366983  -0.0027

Cartesian forces (eV/Å) of the 3 atoms listed first:
-0.737 0.796 -3.039
0.957 -0.590 3.998
-2.119 2.472 -0.288